DFT (the ωB97M-V functional and the def2-TZVPD basis) results for 2 unconnected molecules or ions with the total composition C4H9Cl at a distorted geometry.

Output
Total charge   0
Orbital gap   10.21 eV
Calculated total energy   -617.93051 hartree
E_LUMO   1.007 eV
Relative energy (zero: lowest compared OMol25 entry of this formula, charge and spin)   46.2 kcal/mol

XYZ file:
```
14
Properties=species:S:1:pos:R:3:forces:R:3:nbo_charge:R:1
C 0.150 -1.705 -0.314 0.05 4.13 1.01 -0.5941
C 0.378 1.270 -0.806 0.05 0.02 0.10 -0.6545
C -1.313 0.435 0.899 -0.02 0.10 0.14 -0.3937
C 0.064 0.334 0.318 -0.02 -4.02 -1.09 -0.1509
Cl -2.588 0.198 -0.342 -0.16 0.05 0.00 -0.0896
H -0.738 -1.808 -0.907 -0.23 -0.14 -0.17 0.2054
H 1.071 -1.740 -0.872 0.19 -0.17 -0.10 0.1948
H 0.155 -2.250 0.613 0.01 -0.20 0.20 0.1919
H 0.411 2.290 -0.411 0.00 0.09 -0.10 0.2082
H -0.391 1.228 -1.573 0.02 0.01 -0.09 0.2249
H 1.344 1.051 -1.251 0.07 -0.01 -0.05 0.2194
H -1.486 -0.327 1.656 0.04 0.12 0.01 0.2203
H -1.500 1.426 1.322 0.00 -0.09 0.01 0.2108
H 0.821 0.298 1.094 0.02 0.11 0.14 0.2072
```
Positions in Å, forces in eV/Å.

DFT (the ωB97M-V functional and the def2-TZVPD basis) results for C6H10O in the gas phase at a distorted geometry.

Output
Total charge   0
Orbital gap   4.96 eV
Calculated total energy   -309.63095 hartree
E_LUMO   -2.460 eV
Relative energy (zero: lowest compared OMol25 entry of this formula, charge and spin)   132.7 kcal/mol

XYZ file:
```
17
Properties=species:S:1:pos:R:3:forces:R:3:nbo_charge:R:1
C 0.558 -1.230 2.857 0.87 -0.84 -2.98 -0.7094
C 0.357 0.220 2.318 -2.13 -2.42 -2.27 0.0830
C -0.245 0.399 1.001 0.17 3.28 4.47 -0.3467
C -0.242 -0.452 -0.031 1.44 -0.71 -4.58 0.0652
C -0.428 0.044 -1.635 -2.19 -0.28 1.84 0.0861
O -1.142 1.126 -1.803 -0.32 -0.39 0.85 -0.7458
C 0.814 0.164 -2.454 3.15 1.79 -1.02 -0.6622
H -0.181 -1.724 3.503 0.12 1.05 0.36 0.2599
H 1.594 -1.536 3.132 -0.68 0.83 0.45 0.2432
H 0.448 -1.876 1.918 0.00 0.78 1.19 0.2194
H 0.559 1.095 2.923 0.09 -0.02 -0.05 0.2134
H -0.651 1.430 0.798 0.75 -0.93 -0.09 0.2532
H 0.082 -1.472 0.065 -0.07 -0.44 0.08 0.1791
H -0.974 -0.866 -2.092 0.16 0.14 0.97 0.1919
H 0.478 0.162 -3.521 0.49 -0.70 0.83 0.2339
H 1.077 1.268 -2.379 -0.13 -1.19 0.30 0.2333
H 1.814 -0.362 -2.255 -1.72 0.05 -0.33 0.2024
```
Positions in Å, forces in eV/Å.